[1]
Below is a gas-phase ion, C6H13INOS2 (charge +1) at a distorted geometry, with properties calculated with wB97M-V/def2-TZVPD.

Its total charge is +1. The LUMO energy comes out at -3.94 eV. For the HOMO-LUMO gap, the calculation gives 0.313 Eh. Its SMILES is SCCC[C@H]1OC[C@H](I)[N@H+]1S.

Geometry as XYZ:
```
24
Properties=species:S:1:pos:R:3:nbo_charge:R:1
S 2.480 -1.137 0.688 -0.129
C 3.023 0.549 0.071 -0.549
C 1.788 1.489 -0.500 -0.417
C 0.615 0.601 -1.292 -0.465
C -0.582 0.295 -0.215 0.235
O -1.693 1.260 -0.177 -0.512
C -2.456 0.819 1.037 -0.130
C -2.476 -0.804 0.690 -0.251
I -2.717 -1.767 2.649 0.236
N -1.193 -1.086 -0.118 -0.585
S -1.409 -2.047 -1.570 0.213
H 3.313 -2.086 0.069 0.181
H 3.948 0.500 -0.681 0.262
H 3.446 1.132 1.023 0.246
H 1.273 2.089 0.394 0.222
H 2.224 2.277 -1.270 0.255
H 0.166 1.322 -2.122 0.263
H 1.062 -0.346 -1.818 0.265
H -0.085 0.418 0.846 0.208
H -1.833 1.165 1.986 0.216
H -3.473 1.397 1.099 0.267
H -3.430 -0.870 -0.018 0.287
H -0.639 -1.731 0.490 0.482
H -1.350 -3.443 -1.261 0.200
```

=====

[2]
Below is a molecular structure, C27H33N2Pt at a distorted geometry, with properties calculated with wB97M-V/def2-TZVPD.

The calculation puts the energy above the lowest of the compared OMol25 structures with the same formula, charge and spin at 12.9 kcal per mole. Its total charge is +1. The LUMO energy (alpha / beta) comes out at -2.59 / -6.20 eV. For the HOMO-LUMO gap (alpha / beta), the calculation gives 0.197 / 0.202 Eh. As for the multiplicity: 5. Its expectation value of S² is 6.043.

Geometry as XYZ:
```
63
Properties=species:S:1:pos:R:3:lowdin_spin:R:1
C 1.120 -2.382 0.371 0.144
C 2.066 -1.621 -0.416 0.179
C 1.656 -1.692 -1.797 0.074
C 0.457 -2.496 -1.875 0.167
C 0.103 -2.896 -0.523 0.138
Pt -0.043 -0.675 -0.632 1.012
C -2.304 1.820 -0.501 0.428
C -2.043 1.108 0.669 0.552
H -1.997 1.603 1.659 0.022
C -1.639 -0.320 0.623 0.122
H -2.418 -1.015 0.268 0.028
H -1.282 -0.634 1.610 0.004
C -2.667 3.285 -0.491 0.038
H -2.169 3.840 0.311 0.001
H -2.388 3.709 -1.469 0.006
H -3.757 3.423 -0.390 0.016
C -2.911 1.082 -1.686 0.053
H -2.718 0.003 -1.664 0.009
H -4.008 1.210 -1.690 0.013
H -2.534 1.483 -2.639 0.006
C 3.245 -0.863 0.087 0.030
H 3.164 -0.670 1.161 0.001
H 4.174 -1.423 -0.084 0.012
H 3.339 0.098 -0.433 0.006
C 2.400 -1.110 -2.950 0.003
H 2.753 -0.096 -2.719 0.001
H 3.280 -1.723 -3.190 0.002
H 1.768 -1.065 -3.844 0.000
C -0.300 -2.840 -3.111 0.030
H -0.236 -2.031 -3.852 0.003
H 0.104 -3.751 -3.577 0.012
H -1.359 -3.019 -2.882 0.002
C -1.069 -3.735 -0.146 0.017
H -1.913 -3.531 -0.812 0.002
H -0.824 -4.802 -0.225 0.007
H -1.370 -3.527 0.885 0.001
C 1.161 -2.601 1.842 0.018
H 0.151 -2.618 2.267 0.002
H 1.640 -3.560 2.084 0.008
H 1.733 -1.810 2.339 0.001
C 0.045 1.136 -1.592 0.318
C -0.202 2.285 -0.847 0.139
C 0.179 1.255 -2.984 0.022
C 0.153 3.556 -1.337 0.126
H -0.212 2.099 0.248 0.034
C 0.306 2.542 -3.528 0.141
H 0.124 0.369 -3.621 0.001
C 0.402 3.680 -2.708 0.014
H 0.140 4.410 -0.645 0.009
H 0.338 2.646 -4.618 0.008
H 0.586 4.665 -3.140 -0.001
N 3.775 -0.710 4.465 0.000
C 2.710 -0.224 4.382 0.000
C 1.382 0.341 4.294 0.001
C 0.481 0.227 5.371 0.000
C -0.809 0.708 5.221 0.001
C -1.157 1.288 3.988 0.001
N -0.289 1.394 2.984 0.012
C 0.960 0.973 3.115 0.002
H 0.814 -0.245 6.294 0.000
H -1.564 0.642 5.996 0.000
H -2.168 1.671 3.810 0.001
H 1.641 1.133 2.272 0.001
```

=====

[3]
Below is a molecular structure, F4H6N2Na2O11S4 at a distorted geometry, with properties calculated with wB97M-V/def2-TZVPD.

The calculation puts the energy above the lowest of the compared OMol25 structures with the same formula, charge and spin at 0.0 kcal per mole. The LUMO energy comes out at -2.34 eV. For the HOMO-LUMO gap, the calculation gives 0.265 Eh.

Geometry as XYZ:
```
29
Properties=species:S:1:pos:R:3:nbo_charge:R:1
Na 11.985 -8.067 11.156 0.981
Na 9.987 -7.892 8.971 0.934
N 6.363 -10.939 10.320 -1.057
S 5.163 -10.038 11.127 2.361
O 3.860 -9.917 10.539 -0.871
O 5.661 -8.971 11.967 -0.912
F 4.827 -11.220 12.163 -0.509
S 6.555 -9.889 9.243 2.431
O 7.463 -8.808 9.590 -1.005
O 5.472 -9.617 8.333 -0.896
F 7.437 -10.832 8.312 -0.531
N 12.183 -7.252 8.851 -1.257
S 13.123 -7.887 7.567 2.382
O 14.531 -7.884 7.810 -0.849
O 12.667 -7.743 6.222 -0.832
F 12.735 -9.408 7.965 -0.532
S 12.878 -5.858 8.730 2.385
O 12.636 -5.038 7.561 -0.838
O 14.076 -5.616 9.507 -0.875
F 11.806 -5.146 9.725 -0.551
O 10.162 -10.367 8.208 -0.969
H 9.839 -11.047 7.607 0.505
H 11.073 -10.619 8.392 0.474
O 9.750 -7.026 11.219 -1.020
H 9.596 -6.074 11.287 0.518
H 9.143 -7.421 11.864 0.519
O 8.624 -6.766 7.203 -0.974
H 7.731 -6.408 7.162 0.498
H 8.778 -7.141 6.329 0.488
```

=====

[4]
Below is a single C6H6 molecule at a distorted geometry, with properties calculated with wB97M-V/def2-TZVPD.

The calculation puts the energy above the lowest of the compared OMol25 structures with the same formula, charge and spin at 131.1 kcal per mole. The LUMO energy comes out at 0.93 eV. For the HOMO-LUMO gap, the calculation gives 0.399 Eh. Its SMILES is C#CC(C)C#C.

Geometry as XYZ:
```
12
Properties=species:S:1:pos:R:3:nbo_charge:R:1
C 2.195 -0.915 -1.025 -0.293
C -1.887 -1.630 -0.004 -0.212
C 1.363 -0.356 -0.314 -0.040
C -1.041 -0.914 0.416 -0.014
C -0.324 1.542 0.145 -0.613
C -0.069 0.193 0.641 -0.236
H 2.832 -1.344 -1.707 0.226
H -2.442 -2.550 0.088 0.242
H -0.513 1.599 -0.918 0.228
H 0.662 2.059 0.377 0.229
H -1.247 1.980 0.672 0.222
H 0.471 0.337 1.629 0.262
```

=====

| no. | total energy (eV) |
| --- | --- |
| 1 | -39730.206 |
| 2 | -34748.048 |
| 3 | -88642.928 |
| 4 | -6313.517 |